DFT (ωB97M-V with the def2-TZVPD basis set) results for a structure of composition C25H2Cl88INO5S.

```
123
Properties=species:S:1:pos:R:3
N 2.3481 4.8158 4.9252
C 1.5791 4.0002 5.0228
O 0.5964 3.1722 5.2734
C -0.1533 2.8681 4.0980
I 0.5817 1.1668 3.0022
C -0.5358 4.1293 3.2977
O -1.2907 4.9029 4.2434
S -2.1959 3.8041 5.0670
O -2.0596 3.7789 6.4773
O -3.5192 4.0380 4.6118
O -1.4375 2.4171 4.5600
H 0.2427 4.6689 2.7414
H -1.1831 3.7403 2.4821
C 3.5833 0.3783 -0.2602
Cl 3.2464 2.1135 -0.3248
Cl 3.0417 -0.3844 -1.7592
Cl 5.3236 0.1238 -0.0601
Cl 2.7245 -0.3390 1.1135
C 8.1121 1.9579 3.0232
Cl 7.0893 1.3614 1.7042
Cl 7.7247 3.6648 3.3284
Cl 7.8057 0.9962 4.4771
Cl 9.8169 1.8096 2.5633
C 5.0891 -2.6196 -4.6421
Cl 4.3757 -4.1258 -4.0420
Cl 6.6014 -2.9786 -5.4894
Cl 3.9603 -1.8330 -5.7565
Cl 5.4182 -1.5427 -3.2760
C -7.0362 4.9544 4.2243
Cl -5.8706 6.1949 3.7368
Cl -6.7732 3.4905 3.2681
Cl -6.8160 4.5807 5.9433
Cl -8.6837 5.5539 3.9452
C -0.0620 -2.3607 -4.8725
Cl -1.5207 -1.7595 -4.0698
Cl 0.0011 -1.7353 -6.5271
Cl 1.3690 -1.8189 -3.9836
Cl -0.0931 -4.1299 -4.9122
C 4.1298 2.3107 -6.2458
Cl 3.1067 1.7196 -7.5649
Cl 3.7651 4.0142 -5.9330
Cl 3.8143 1.3603 -4.7885
Cl 5.8321 2.1442 -6.6993
C 1.4490 -7.8551 -6.2745
Cl 1.6247 -7.9327 -8.0328
Cl 2.7058 -6.8058 -5.6020
Cl -0.1477 -7.1995 -5.8707
Cl 1.5976 -9.4793 -5.5935
C -1.0347 -12.7192 -6.0802
Cl 0.0587 -13.2704 -7.3574
Cl -2.6573 -13.3749 -6.3655
Cl -0.4383 -13.2780 -4.5102
Cl -1.1106 -10.9528 -6.0884
C -5.7038 3.4722 -0.9706
Cl -6.3689 1.9652 -0.3207
Cl -4.1541 3.1394 -1.7619
Cl -6.8328 4.1550 -2.1496
Cl -5.4586 4.6229 0.3486
C 10.5135 3.3739 7.1512
Cl 10.7681 4.9715 7.8792
Cl 12.0819 2.6304 6.8022
Cl 9.6097 2.3455 8.2726
Cl 9.5970 3.5529 5.6482
C 9.2157 6.4944 0.3074
Cl 9.4184 6.3866 -1.4487
Cl 10.4463 7.5681 0.9856
Cl 7.6055 7.1324 0.6774
Cl 9.3938 4.8893 1.0270
C -0.0541 5.4359 9.1771
Cl 0.8128 6.1390 10.5516
Cl -1.1155 6.6573 8.4612
Cl 1.1142 4.8877 7.9642
Cl -1.0217 4.0629 9.7304
C 13.0160 8.1565 4.1654
Cl 13.8174 8.8622 5.5825
Cl 11.9404 9.3603 3.4390
Cl 14.2298 7.6589 2.9766
Cl 12.0711 6.7466 4.6671
C -6.2369 -14.2365 -8.8621
Cl -7.6711 -13.5838 -8.0582
Cl -6.1508 -13.6091 -10.5144
Cl -4.7878 -13.7438 -7.9681
Cl -6.3353 -16.0052 -8.9055
C -9.3400 7.7500 7.6781
Cl -8.5628 8.5350 9.0624
Cl -10.4502 8.8898 6.9009
Cl -8.1074 7.2399 6.5178
Cl -10.2443 6.3329 8.2346
C -10.0459 -9.9339 -7.2911
Cl -8.8561 -10.5984 -8.4183
Cl -11.6431 -9.9208 -8.0611
Cl -10.1024 -10.9389 -5.8350
Cl -9.5820 -8.2845 -6.8511
C -13.7162 10.8610 5.3656
Cl -12.2248 11.5432 4.6973
Cl -15.1119 11.6127 4.5786
Cl -13.7482 9.1142 5.0794
Cl -13.7794 11.1746 7.1060
C 17.3562 10.0289 2.5363
Cl 16.3906 9.8262 4.0037
Cl 17.5884 8.4531 1.7609
Cl 16.5130 11.1153 1.4222
Cl 18.9330 10.7181 2.9527
C -5.0356 -3.7855 -5.9267
Cl -5.2209 -2.2428 -6.7742
Cl -5.5670 -5.1057 -6.9801
Cl -3.3350 -4.0187 -5.4956
Cl -6.0201 -3.7724 -4.4553
C -12.7167 -5.3591 -7.5176
Cl -14.1600 -4.7127 -6.7212
Cl -12.6297 -4.7402 -9.1735
Cl -11.2739 -4.8542 -6.6230
Cl -12.7985 -7.1264 -7.5523
C -9.8946 -18.7168 -8.1915
Cl -8.6381 -17.5500 -8.6400
Cl -9.7682 -20.1494 -9.2245
Cl -9.6821 -19.1896 -6.4989
Cl -11.4890 -17.9766 -8.4015
C 9.8215 2.9122 12.3461
Cl 10.0155 4.1017 11.0508
Cl 8.2349 3.1173 13.1035
Cl 9.9463 1.2783 11.6741
Cl 11.0889 3.1472 13.5592
```

## Properties
Net charge = 0
E = -42577.11420 a.u.
Gap between HOMO and LUMO = 9.96 eV
HOMO = -10.77 eV
LUMO = -0.80 eV



DFT (ωB97M-V with the def2-TZVPD basis set) results for a structure of composition C25H30As2ClIN2O15P2V.

```
79
Properties=species:S:1:pos:R:3
V -0.1362 -0.7117 0.9193
Cl -7.1931 -3.7554 0.5393
C -5.6230 -3.0138 0.6276
C -5.3037 -2.2635 1.7159
C -4.0361 -1.6515 1.8119
I -3.5978 -0.5416 3.5076
C -3.0885 -1.8007 0.8145
O -1.9065 -1.2710 0.8668
C -3.4335 -2.5857 -0.3459
N -2.4954 -2.6812 -1.3132
C -2.7847 -3.3903 -2.3734
C -4.0124 -4.0556 -2.5639
C -4.9721 -3.9568 -1.5970
C -4.7013 -3.1986 -0.4382
H -6.0199 -2.1328 2.5147
H -2.0203 -3.4509 -3.1418
H -4.1785 -4.6269 -3.4665
H -5.9308 -4.4445 -1.7021
N 2.5392 -3.8183 3.0075
C 2.4618 -2.7893 1.9011
C 3.8324 -2.5414 1.2841
P 1.9401 -1.2290 2.7220
O 0.3643 -1.6067 3.0632
O 2.7660 -1.0246 3.9187
O 1.7645 -0.2241 1.6043
P 1.1921 -3.4519 0.7203
O 1.9973 -4.3338 -0.3348
O 0.3290 -4.2998 1.5695
O 0.7144 -2.2247 -0.0402
H 3.2265 -4.5400 2.7957
H 1.5939 -4.2511 3.0297
H 2.7893 -3.3648 3.8926
H 4.5343 -2.1390 2.0163
H 3.7248 -1.8034 0.4843
H 4.2339 -3.4611 0.8538
H -0.0657 -0.9435 3.6272
H 2.2671 -3.8236 -1.1091
C -2.1258 2.7197 -4.5740
O -1.4795 2.1027 -3.4630
C -0.1141 2.1295 -3.5052
O 0.4866 2.6639 -4.4132
C 0.4948 1.4776 -2.3715
C 1.8957 1.5785 -2.1336
As 2.2340 3.4385 -1.7472
C 4.1223 3.6144 -1.2462
C 1.4929 3.1976 0.1209
C 0.4899 2.3620 0.4395
As -0.4040 1.0799 -0.7723
C -2.2238 1.7633 -0.7045
C 0.1078 2.0670 1.8199
O -0.5209 1.0337 2.1236
O 0.4816 2.9245 2.7326
C 0.3106 2.5471 4.1111
C 2.2302 4.0091 1.1351
O 3.2191 3.6138 1.6804
O 1.8392 5.2887 1.2891
C 0.6150 5.7336 0.6995
C 2.6733 0.5249 -1.4934
O 3.5260 0.6953 -0.6484
O 2.4804 -0.7725 -1.9006
C 1.8089 -1.0880 -3.1168
H -3.1811 2.4764 -4.4817
H -1.7257 2.3408 -5.5128
H -1.9866 3.8012 -4.5480
H 4.6890 3.4630 -2.1655
H 4.4293 2.8945 -0.4979
H 4.2908 4.6352 -0.9028
H -2.2563 2.7534 -1.1471
H -2.5169 1.7913 0.3455
H -2.8865 1.0957 -1.2481
H 0.6276 3.4124 4.6824
H 0.9571 1.6974 4.3295
H -0.7313 2.3051 4.3093
H 0.5853 6.8062 0.8651
H -0.2391 5.2629 1.1886
H 0.5867 5.5312 -0.3713
H 2.2121 -2.0486 -3.4396
H 2.0008 -0.3417 -3.8869
H 0.7335 -1.1787 -2.9621
```

## Properties
Net charge = 0
E = -9065.15556 a.u.
2S+1 = 4
Gap between HOMO and LUMO (alpha / beta) = 6.22 / 6.95 eV
HOMO (alpha / beta) = -6.81 / -7.64 eV
LUMO (alpha / beta) = -0.59 / -0.70 eV



DFT (ωB97M-V with the def2-TZVPD basis set) results for a structure of composition C25H30Br4F5O8P2SZn.

```
76
Properties=species:S:1:pos:R:3
Zn 1.3707 1.5747 -1.2565
Br 5.1260 7.2043 -2.0585
C 4.5645 5.3952 -1.9833
C 5.4956 4.3681 -1.9566
Br 7.3534 4.7441 -1.9602
C 5.0504 3.0307 -1.9123
Br 6.2580 1.5695 -1.9238
C 3.6975 2.7017 -1.8782
O 3.2504 1.4618 -1.8656
C 2.7245 3.7757 -1.8563
O 1.4506 3.4559 -1.7877
C 3.1883 5.0881 -1.9418
Br 1.8583 6.4356 -2.0197
C -3.1900 -0.0198 2.3862
C -3.2837 1.3356 1.7061
C -4.6015 1.5373 0.9849
O -2.1821 1.5617 0.7845
P -1.5182 0.6660 -0.3120
O -0.7293 1.4925 -1.2638
C -0.5413 -0.5955 0.5328
P 0.5435 -1.4467 -0.6322
O 1.0360 -0.5969 -1.7410
O -0.3407 -2.6294 -1.2468
C -0.7615 -3.7531 -0.4239
C -0.1941 -5.0110 -1.0417
C -2.2764 -3.7747 -0.3464
O 1.5914 -2.1364 0.3024
C 2.8455 -2.6888 -0.2432
C 3.9023 -1.6097 -0.3118
C 3.2140 -3.8284 0.6831
O -2.6658 -0.1581 -1.0308
C -2.8796 0.0128 -2.4801
C -3.6497 1.2900 -2.7415
C -3.5997 -1.2257 -2.9519
H -3.9847 -0.1118 3.1304
H -2.2281 -0.1389 2.8931
H -3.3176 -0.8235 1.6517
H -3.1490 2.1180 2.4451
H -4.7740 0.7256 0.2742
H -4.5942 2.4849 0.4419
H -5.4200 1.5528 1.7090
H -1.1784 -1.3185 1.0434
H 0.1063 -0.0834 1.2477
H -0.3455 -3.6339 0.5767
H -0.5673 -5.1220 -2.0625
H -0.4892 -5.8850 -0.4545
H 0.8962 -4.9657 -1.0760
H -2.7026 -4.1323 -1.2879
H -2.6666 -2.7704 -0.1616
H -2.6039 -4.4372 0.4590
H 2.6272 -3.0662 -1.2453
H 4.0459 -1.1642 0.6747
H 3.6322 -0.8057 -1.0015
H 4.8415 -2.0585 -0.6483
H 3.3329 -3.4388 1.6977
H 4.1598 -4.2687 0.3608
H 2.4467 -4.6073 0.6940
H -1.9010 0.0753 -2.9520
H -4.6454 1.2393 -2.2925
H -3.7551 1.4358 -3.8187
H -3.1138 2.1498 -2.3361
H -4.5260 -1.3659 -2.3865
H -2.9678 -2.1057 -2.8227
H -3.8452 -1.1222 -4.0110
F -1.2491 1.3678 5.8142
C -0.4551 1.3744 4.7390
C 0.5636 0.4558 4.6153
F 0.7347 -0.4640 5.5736
C 1.3793 0.4693 3.5004
F 2.3293 -0.4671 3.4391
C 1.2281 1.3860 2.4567
S 2.2675 1.3691 1.0574
C 0.1735 2.2862 2.6201
F -0.0823 3.1809 1.6716
C -0.6509 2.2891 3.7296
F -1.6586 3.1699 3.8279
```

## Properties
Net charge = -1
E = -15228.53018 a.u.
Gap between HOMO and LUMO = 5.64 eV
HOMO = -3.76 eV
LUMO = 1.88 eV